(1)
Formula: C12H8BCl4N4O
Source: the Open Molecules 2025 dataset
Level of theory: ωB97M-V with the def2-TZVPD basis set

Its electronic energy is -71353.083 eV. As for the HOMO-LUMO gap: 4.43 eV. As for the energy above the lowest of the compared OMol25 structures with the same formula, charge and spin: 110.81 kJ/mol.

```
! RIJCOSX wB97M-V def2-TZVPD def2/J DEFGRID3
* xyz -1 1
Cl 3.670 1.784 1.159
B 2.731 0.178 1.155
Cl 3.183 -0.787 -0.352
Cl 3.172 -0.788 2.666
O 1.292 0.439 1.148
C 0.436 -0.596 1.163
C -0.947 -0.404 1.163
C -1.880 -1.470 1.160
C -3.227 -1.208 1.154
C -3.686 0.104 1.151
Cl -5.383 0.424 1.144
C -2.786 1.164 1.154
C -1.439 0.918 1.161
H 0.849 -1.591 1.170
H -1.527 -2.485 1.158
H -3.948 -2.007 1.149
H -3.162 2.172 1.152
H -0.723 1.721 1.165
C 1.093 0.130 8.182
N 1.259 1.440 8.115
C 1.217 1.968 6.899
N 1.025 1.391 5.730
C 0.859 0.068 5.805
C 0.889 -0.614 7.039
N 0.689 -1.950 6.788
C 0.553 -2.022 5.476
N 0.639 -0.854 4.834
H 1.117 -0.348 9.146
H 1.360 3.040 6.864
H 0.386 -2.958 4.960
*
```

Atomic partial charges in e from the Mulliken method, atoms 1 to 8: number 1, Cl, carries -0.329; number 2, B, carries 0.626; number 3, Cl, carries -0.330; number 4, Cl, carries -0.248; number 5, O, carries -0.440; number 6, C, carries -0.148; number 7, C, carries 0.459; number 8, C, carries -0.428

(2)
Formula: C12H8Br3ClN2
Source: the Open Molecules 2025 dataset
Level of theory: ωB97M-V with the def2-TZVPD basis set

Its electronic energy is -238202.033 eV. As for the HOMO-LUMO gap: 8.50 eV. As for the energy above the lowest of the compared OMol25 structures with the same formula, charge and spin: 0.00 kJ/mol.

```
! RIJCOSX wB97M-V def2-TZVPD def2/J DEFGRID3
* xyz 0 1
C 2.893 -2.142 -0.723
C 1.759 -1.788 -0.873
C 0.407 -1.371 -0.690
C -0.581 -2.313 -0.595
C -1.907 -1.932 -0.357
N -2.878 -2.892 -0.261
C -4.082 -2.464 -0.031
C -4.365 -1.088 0.111
Cl -6.012 -0.645 0.431
N -3.490 -0.148 0.020
C -2.211 -0.573 -0.224
C -1.186 0.374 -0.345
C 0.107 0.015 -0.580
C 1.196 1.027 -0.701
H 3.895 -2.469 -0.644
H -0.339 -3.356 -0.695
H -4.885 -3.181 0.047
H -1.446 1.417 -0.252
H 1.789 1.090 0.205
H 1.862 0.751 -1.513
H 0.763 1.990 -0.944
C 3.751 4.061 1.689
Br 4.891 3.801 3.216
Br 4.327 3.000 0.189
Br 1.904 3.739 2.122
H 3.836 5.097 1.399
*
```

Atomic partial charges in e from the Mulliken method, atoms 1 to 8: number 1, C, carries -0.308; number 2, C, carries -0.923; number 3, C, carries 0.827; number 4, C, carries -0.596; number 5, C, carries 0.420; number 6, N, carries -0.621; number 7, C, carries -0.345; number 8, C, carries 0.341